Below is the ion C6H9NP with charge +1, with properties calculated with ωB97M-V/def2-TZVPD.

Output
* HOMO energy: -13.61 eV
* net charge: +1
* energy relative to the best compared isomer or geometry (same formula, charge and spin): 49.57 kcal per mole
* SMILES: C#C[N+]#P(C)/C=C/C
* maximum force: 3.740 eV Å⁻¹
* orbital gap: 0.2711 Eh
* molar mass: 126.119 g/mol

Geometry as XYZ:
```
17
Properties=species:S:1:pos:R:3:nbo_charge:R:1
C -1.922 -2.414 0.076 -0.1932
C -2.472 -1.311 0.069 0.1586
N -2.492 0.015 -0.064 -0.7687
P -1.159 0.830 -0.204 1.6399
C -1.402 2.540 0.255 -1.0329
C 0.405 -0.200 -0.180 -0.6087
C 1.721 0.109 -0.159 -0.0104
C 2.705 -0.969 -0.178 -0.6818
H -1.862 -3.389 0.337 0.2430
H -1.234 2.564 1.381 0.3062
H -2.501 2.869 0.154 0.3326
H -0.569 3.287 -0.152 0.3089
H -0.055 -1.304 -0.362 0.2982
H 1.900 1.145 -0.340 0.2260
H 3.393 -0.834 0.671 0.2705
H 3.389 -0.984 -1.046 0.2730
H 2.155 -1.955 -0.259 0.2388
```

Below is an isolated molecule of C6H9NS, with properties calculated with ωB97M-V/def2-TZVPD.

Output
* HOMO energy: -8.30 eV
* energy relative to the best compared isomer or geometry (same formula, charge and spin): 83.31 kcal per mole
* SMILES: C=C1SCC[C@@H]2N[C@@H]12
* maximum force: 3.420 eV Å⁻¹
* orbital gap: 0.3403 Eh
* molar mass: 127.212 g/mol

Geometry as XYZ:
```
17
Properties=species:S:1:pos:R:3:nbo_charge:R:1
C 1.553 -1.302 -1.822 -0.4292
C 0.786 -0.464 -1.157 -0.1621
S -0.703 0.261 -1.810 0.2062
C -1.696 0.760 -0.217 -0.4946
C -1.180 0.811 1.213 -0.4366
C -0.068 -0.198 1.092 -0.0438
N 1.294 -0.179 1.481 -0.5954
C 1.040 0.226 0.105 -0.1432
H 2.518 -1.616 -1.346 0.2033
H 1.474 -1.595 -2.905 0.2179
H -2.518 -0.037 -0.279 0.2199
H -2.071 1.815 -0.523 0.2354
H -0.756 1.894 1.425 0.2108
H -2.007 0.578 1.907 0.2268
H -0.552 -1.181 0.948 0.1863
H 1.792 -1.101 1.797 0.3833
H 1.094 1.329 0.092 0.2150
```

Below is a cluster of 2 separate species, C6H9O2 in total, with properties calculated with ωB97M-V/def2-TZVPD.

Output
* HOMO energy (spin up / spin down): -0.81 / -4.15 eV
* net charge: -1
* 2S+1: 3
* maximum force: 10.013 eV Å⁻¹
* expectation value of S²: 2.01
* orbital gap (spin up / spin down): 0.1811 / 0.2364 Eh
* molar mass: 113.136 g/mol

Geometry as XYZ:
```
17
Properties=species:S:1:pos:R:3:lowdin_spin:R:1
C 3.658 -0.353 0.175 0.0063
C 0.138 -0.974 1.233 0.1729
C 0.157 -1.967 0.106 0.7665
C 0.223 -0.716 -0.207 0.6416
C 0.052 1.713 -0.611 0.0111
C 0.446 0.322 -1.181 0.1047
O 2.874 -1.233 -0.233 0.0423
O 3.604 0.917 0.088 0.0084
H -0.955 -0.849 1.758 0.0819
H 0.933 -0.802 1.877 0.0308
H 0.241 -3.036 -0.075 0.0673
H 4.477 -0.665 0.976 0.0013
H -0.624 1.752 0.352 0.0003
H -0.591 2.266 -1.248 0.0006
H 0.890 2.423 -0.398 0.0007
H 1.504 0.333 -1.440 0.0353
H -0.219 0.045 -2.052 0.0281
```

Below is an isolated molecule of C6H9O3P, with properties calculated with ωB97M-V/def2-TZVPD.

Output
* HOMO energy: -9.70 eV
* energy relative to the best compared isomer or geometry (same formula, charge and spin): 99.72 kcal per mole
* maximum force: 6.190 eV Å⁻¹
* orbital gap: 0.3196 Eh
* molar mass: 160.109 g/mol

Geometry as XYZ:
```
19
Properties=species:S:1:pos:R:3:nbo_charge:R:1
C 0.537 -1.797 -0.872 0.4770
C 0.599 0.377 0.704 -0.3201
C 0.171 -0.574 -0.283 0.1277
C -0.721 -2.278 -1.626 -0.7081
C 1.821 0.461 1.630 -0.6513
C -0.672 2.421 -0.114 -1.0611
O 1.289 -2.534 -0.175 -0.4861
O -1.891 0.990 1.687 -1.0312
O -1.134 -0.130 -0.651 -0.7874
P -1.076 0.838 0.531 2.2407
H -1.298 -1.349 -2.252 0.2490
H -1.271 -2.684 -0.809 0.2491
H -0.676 -3.107 -2.407 0.2410
H 2.134 1.415 1.470 0.2236
H 2.618 -0.144 1.305 0.2333
H 1.765 0.060 2.635 0.2523
H -1.719 2.749 -0.372 0.2405
H -0.179 2.889 0.744 0.2587
H -0.296 2.397 -1.146 0.2523
```